# 1
Entry from the OMol25 dataset: a 11-piece molecular cluster, C35H74NO16P overall (the ωB97M-V functional and the def2-TZVPD basis).

The LUMO energy comes out at -0.093 eV. The calculation puts the total energy at -81028.7144 eV.

Cartesian coordinates (Å):
C (5.87, -1.07, 2.08)
N (5.37, -1.08, 0.65)
C (5.38, -2.46, 0.04)
O (4.65, -2.50, -1.28)
P (4.75, -4.11, -1.97)
O (3.28, -4.68, -2.16)
O (5.59, -5.25, -0.93)
O (5.53, -4.01, -3.52)
O (6.66, -3.39, -3.30)
C (7.80, -4.36, -3.38)
C (9.10, -3.56, -2.74)
C (9.62, -2.53, -3.94)
O (8.77, -2.76, -1.54)
H (6.99, -0.75, 2.22)
H (5.21, -0.27, 2.67)
H (5.67, -2.10, 2.61)
H (5.83, -0.36, 0.05)
H (4.82, -3.20, 0.79)
H (6.47, -2.87, -0.21)
H (6.58, -5.03, -0.88)
H (7.59, -5.37, -2.81)
H (8.01, -4.52, -4.52)
H (9.97, -4.30, -2.43)
H (10.44, -3.14, -4.55)
H (10.03, -1.54, -3.47)
H (8.71, -2.33, -4.65)
H (8.53, -3.45, -0.83)
C (1.90, -5.26, 3.04)
C (3.28, -5.61, 2.54)
C (3.48, -6.99, 1.97)
O (4.21, -4.80, 2.60)
H (1.91, -4.23, 3.42)
H (1.18, -5.32, 2.22)
H (1.62, -5.93, 3.85)
H (2.83, -7.13, 1.10)
H (3.27, -7.74, 2.73)
H (4.52, -7.10, 1.65)
C (-1.49, -2.14, 4.97)
C (-0.02, -1.83, 4.98)
C (0.39, -0.40, 4.73)
O (0.82, -2.71, 5.17)
H (-1.63, -3.21, 5.16)
H (-1.99, -1.57, 5.76)
H (-1.92, -1.90, 4.00)
H (-0.03, 0.24, 5.51)
H (0.04, -0.08, 3.74)
H (1.48, -0.32, 4.76)
C (1.33, -1.43, -0.87)
C (1.13, -1.05, 0.58)
C (1.45, -2.10, 1.61)
O (0.73, 0.06, 0.90)
H (1.06, -0.58, -1.50)
H (2.38, -1.68, -1.05)
H (0.68, -2.27, -1.13)
H (2.50, -2.38, 1.55)
H (0.81, -2.97, 1.47)
H (1.26, -1.69, 2.61)
C (-0.57, 2.94, -4.35)
C (-0.76, 3.31, -2.91)
C (-0.45, 2.27, -1.87)
O (-1.17, 4.43, -2.59)
H (-0.83, 3.79, -4.99)
H (0.48, 2.68, -4.53)
H (-1.21, 2.09, -4.61)
H (0.60, 1.98, -1.94)
H (-1.09, 1.39, -2.01)
H (-0.64, 2.68, -0.87)
C (-1.87, 4.04, 2.84)
C (-0.76, 3.37, 3.61)
C (0.34, 2.73, 2.81)
O (-0.76, 3.35, 4.84)
H (-2.60, 4.45, 3.54)
H (-1.47, 4.85, 2.23)
H (-2.38, 3.30, 2.21)
H (0.84, 3.48, 2.20)
H (-0.07, 1.94, 2.18)
H (1.07, 2.29, 3.49)
C (-5.88, 6.30, -1.49)
C (-4.77, 5.64, -0.72)
C (-3.66, 5.00, -1.52)
O (-4.76, 5.62, 0.51)
H (-6.61, 6.72, -0.78)
H (-5.47, 7.12, -2.10)
H (-6.39, 5.57, -2.12)
H (-3.16, 5.75, -2.13)
H (-4.07, 4.20, -2.15)
H (-2.93, 4.56, -0.83)
C (-2.53, -7.23, 1.77)
C (-1.16, -7.58, 1.27)
C (-0.96, -8.96, 0.70)
O (-0.23, -6.77, 1.33)
H (-2.53, -6.20, 2.16)
H (-3.25, -7.29, 0.95)
H (-2.82, -7.90, 2.58)
H (-1.61, -9.10, -0.17)
H (-1.17, -9.71, 1.46)
H (0.09, -9.07, 0.38)
C (-5.03, -0.65, -2.08)
C (-3.63, -0.80, -1.53)
C (-3.50, -1.06, -0.05)
O (-2.65, -0.71, -2.26)
H (-4.97, -0.46, -3.16)
H (-5.59, -1.56, -1.91)
H (-5.52, 0.20, -1.61)
H (-3.99, -2.00, 0.20)
H (-3.93, -0.23, 0.51)
H (-2.43, -1.14, 0.20)
C (-1.22, 8.14, 0.20)
C (0.16, 7.79, -0.30)
C (0.36, 6.41, -0.87)
O (1.08, 8.60, -0.24)
H (-1.21, 9.16, 0.59)
H (-1.94, 8.08, -0.62)
H (-1.50, 7.46, 1.01)
H (-0.29, 6.27, -1.74)
H (0.14, 5.66, -0.11)
H (1.40, 6.30, -1.19)
C (-10.81, 7.88, -2.78)
C (-9.71, 6.90, -2.46)
C (-10.11, 5.57, -1.87)
O (-8.53, 7.18, -2.68)
H (-10.38, 8.79, -3.20)
H (-11.50, 7.44, -3.51)
H (-11.35, 8.13, -1.86)
H (-10.76, 5.04, -2.56)
H (-10.61, 5.73, -0.91)
H (-9.21, 4.97, -1.69)


# 2
Entry from the OMol25 dataset: a 9-piece molecular cluster, C35H75N3O17 overall (the ωB97M-V functional and the def2-TZVPD basis).

The LUMO energy comes out at -7.548 eV. The charge is +2. The calculation puts the total energy at -76770.1827 eV.

Cartesian coordinates (Å):
C (-3.95, 2.12, 3.93)
O (-5.09, 1.38, 4.26)
C (-4.79, 0.20, 4.99)
C (-4.67, -0.98, 4.02)
C (-4.23, -2.32, 4.65)
C (-3.28, -2.24, 5.84)
C (-1.82, -1.85, 5.54)
N (-1.44, -2.12, 4.14)
C (-1.44, -1.11, 3.25)
C (-1.14, -1.35, 1.91)
C (-0.85, -2.65, 1.51)
C (-0.62, -2.92, 0.06)
C (0.21, -2.11, -0.71)
C (0.32, -2.41, -2.06)
N (-0.34, -3.43, -2.61)
C (-0.21, -3.63, -4.08)
C (-1.09, -2.63, -4.83)
C (-2.41, -2.27, -4.23)
N (-0.77, -2.16, -5.95)
C (-1.13, -4.23, -1.87)
C (-1.29, -3.99, -0.51)
C (-0.83, -3.67, 2.45)
C (-1.13, -3.37, 3.76)
H (-3.15, 1.50, 3.48)
H (-4.20, 2.87, 3.19)
H (-3.51, 2.61, 4.80)
H (-5.64, 0.03, 5.64)
H (-3.90, 0.35, 5.61)
H (-4.06, -0.68, 3.17)
H (-5.66, -1.13, 3.62)
H (-3.85, -2.98, 3.87)
H (-5.13, -2.81, 5.01)
H (-3.25, -3.23, 6.29)
H (-3.68, -1.59, 6.61)
H (-1.17, -2.47, 6.15)
H (-1.58, -0.82, 5.80)
H (-1.71, -0.13, 3.60)
H (-1.17, -0.53, 1.21)
H (0.75, -1.27, -0.29)
H (0.95, -1.79, -2.69)
H (0.83, -3.49, -4.33)
H (-0.55, -4.62, -4.35)
H (-2.96, -3.19, -3.99)
H (-2.28, -1.73, -3.29)
H (-2.97, -1.68, -4.93)
H (0.16, -2.50, -6.23)
H (-1.64, -5.04, -2.35)
H (-1.94, -4.60, 0.09)
H (-0.60, -4.68, 2.16)
H (-1.13, -4.12, 4.54)
C (-4.63, -6.08, 0.61)
C (-5.68, -5.75, 1.65)
O (-5.40, -4.45, 2.21)
O (-3.34, -6.04, 1.22)
H (-4.77, -7.07, 0.19)
H (-4.67, -5.34, -0.21)
H (-5.62, -6.45, 2.47)
H (-6.68, -5.77, 1.23)
H (-5.62, -3.79, 1.54)
H (-3.39, -5.31, 1.85)
C (2.70, 1.24, 0.20)
C (2.56, 2.73, 0.00)
O (1.69, 3.27, 1.01)
O (1.39, 0.64, 0.19)
H (3.31, 0.80, -0.58)
H (3.17, 1.03, 1.17)
H (2.07, 2.94, -0.95)
H (3.53, 3.24, 0.02)
H (2.17, 3.27, 1.85)
H (0.83, 1.29, 0.64)
C (2.72, -0.18, 5.01)
C (1.65, 0.65, 5.68)
O (0.62, 0.95, 4.72)
O (3.24, 0.51, 3.88)
H (3.54, -0.38, 5.69)
H (2.30, -1.14, 4.67)
H (2.04, 1.60, 6.00)
H (1.22, 0.12, 6.54)
H (0.16, 0.14, 4.49)
H (2.49, 0.95, 3.47)
C (-8.87, 1.63, 2.47)
C (-8.58, 3.11, 2.62)
O (-7.94, 3.36, 3.87)
O (-9.68, 1.17, 3.54)
H (-9.39, 1.42, 1.54)
H (-7.92, 1.07, 2.48)
H (-9.50, 3.68, 2.62)
H (-7.95, 3.46, 1.79)
H (-7.06, 2.98, 3.84)
H (-9.38, 1.63, 4.33)
C (6.13, -0.48, -1.66)
C (7.60, -0.18, -1.87)
O (8.08, 0.62, -0.79)
O (5.41, 0.75, -1.55)
H (5.72, -1.04, -2.50)
H (5.98, -1.05, -0.74)
H (7.74, 0.41, -2.77)
H (8.18, -1.11, -1.95)
H (8.13, 0.08, 0.00)
H (5.99, 1.34, -1.05)
C (-0.57, 2.16, -7.61)
C (0.56, 1.19, -7.89)
O (1.53, 1.26, -6.83)
O (-0.09, 3.49, -7.50)
H (-1.29, 2.14, -8.43)
H (-1.08, 1.89, -6.68)
H (1.08, 1.46, -8.81)
H (0.18, 0.17, -7.98)
H (1.12, 0.89, -6.05)
H (0.74, 3.46, -7.02)
C (3.37, 2.61, -4.25)
C (4.83, 2.91, -4.45)
O (5.32, 3.70, -3.36)
O (2.60, 3.81, -4.16)
H (2.98, 2.04, -5.09)
H (3.24, 2.03, -3.32)
H (4.98, 3.49, -5.36)
H (5.41, 1.98, -4.52)
H (5.32, 3.14, -2.58)
H (3.14, 4.44, -3.66)
C (9.22, 5.10, -3.03)
C (8.12, 6.00, -2.51)
O (7.18, 6.28, -3.54)
O (9.88, 5.70, -4.13)
H (9.97, 4.92, -2.25)
H (8.80, 4.14, -3.34)
H (8.53, 6.96, -2.20)
H (7.61, 5.54, -1.65)
H (6.71, 5.46, -3.73)
H (9.20, 6.14, -4.65)


# 3
Entry from the OMol25 dataset: a 12-piece molecular cluster, C35H75N5O26 overall (the ωB97M-V functional and the def2-TZVPD basis).

The LUMO energy comes out at 0.259 eV. The calculation puts the total energy at -98193.7328 eV.

Cartesian coordinates (Å):
C (1.44, -0.54, 7.81)
O (2.16, 0.41, 8.60)
C (3.34, 0.04, 9.15)
O (3.69, -1.16, 9.26)
O (3.95, 1.12, 9.61)
C (5.05, 1.11, 10.53)
H (1.35, -1.52, 8.27)
H (2.05, -0.63, 6.91)
H (0.48, -0.09, 7.55)
H (5.61, 0.22, 10.23)
H (4.79, 1.16, 11.59)
H (5.71, 1.95, 10.34)
C (-3.71, 1.52, -10.41)
O (-4.07, 0.51, -11.34)
C (-5.11, -0.27, -11.22)
O (-5.88, -0.34, -10.24)
O (-5.15, -1.06, -12.35)
C (-6.23, -1.91, -12.46)
H (-2.69, 1.84, -10.64)
H (-3.90, 1.17, -9.40)
H (-4.38, 2.37, -10.55)
H (-6.14, -2.74, -11.76)
H (-6.23, -2.20, -13.51)
H (-7.24, -1.53, -12.30)
C (-6.13, 8.80, -5.30)
O (-4.87, 8.62, -4.61)
C (-4.83, 8.27, -3.32)
O (-5.83, 8.04, -2.62)
O (-3.54, 8.10, -3.00)
C (-3.17, 7.92, -1.67)
H (-6.08, 9.70, -5.91)
H (-7.03, 8.92, -4.68)
H (-6.26, 7.97, -5.99)
H (-3.54, 7.06, -1.11)
H (-3.54, 8.80, -1.15)
H (-2.08, 7.90, -1.63)
C (8.05, -0.12, 3.94)
O (8.83, 0.83, 4.69)
C (9.47, 1.79, 3.91)
O (9.27, 2.03, 2.71)
O (10.25, 2.48, 4.78)
C (11.16, 3.43, 4.24)
H (7.49, 0.28, 3.09)
H (7.35, -0.59, 4.63)
H (8.71, -0.86, 3.49)
H (12.13, 2.98, 4.03)
H (11.34, 4.25, 4.94)
H (10.92, 3.92, 3.29)
C (-8.70, 2.52, 9.12)
O (-7.97, 3.29, 8.20)
C (-7.48, 2.74, 7.16)
O (-7.39, 1.52, 6.97)
O (-6.79, 3.71, 6.44)
C (-6.02, 3.24, 5.32)
H (-8.96, 3.19, 9.94)
H (-8.12, 1.72, 9.58)
H (-9.59, 2.22, 8.57)
H (-6.70, 2.96, 4.51)
H (-5.34, 2.44, 5.60)
H (-5.40, 4.02, 4.88)
C (-5.74, -10.31, -2.07)
O (-5.60, -8.90, -2.07)
C (-6.39, -8.10, -1.42)
O (-7.42, -8.42, -0.78)
O (-5.98, -6.82, -1.62)
C (-6.84, -5.75, -1.22)
H (-6.56, -10.55, -2.74)
H (-5.80, -10.76, -1.08)
H (-4.90, -10.60, -2.70)
H (-7.13, -5.91, -0.18)
H (-7.64, -5.66, -1.95)
H (-6.38, -4.76, -1.24)
C (-1.44, 7.72, 9.00)
O (-0.36, 6.94, 8.52)
C (-0.16, 6.80, 7.20)
O (-0.85, 7.24, 6.23)
O (0.82, 5.84, 7.07)
C (1.17, 5.36, 5.82)
H (-1.13, 8.74, 8.79)
H (-1.44, 7.53, 10.07)
H (-2.41, 7.49, 8.56)
H (1.60, 6.16, 5.21)
H (0.43, 4.84, 5.22)
H (1.83, 4.50, 5.93)
C (-0.11, -3.26, -9.73)
N (-1.04, -3.82, -8.73)
C (-1.41, -3.15, -7.64)
C (-2.62, -3.62, -6.83)
O (-0.73, -2.18, -7.19)
H (-0.31, -2.19, -9.77)
H (-0.20, -3.65, -10.74)
H (0.91, -3.54, -9.46)
H (-1.55, -4.68, -8.87)
H (-3.37, -4.04, -7.50)
H (-3.11, -2.81, -6.28)
H (-2.29, -4.41, -6.16)
C (1.18, -0.18, -0.68)
N (-0.07, 0.15, -1.34)
C (-1.01, 0.87, -0.71)
C (-2.21, 1.16, -1.55)
O (-0.97, 1.18, 0.47)
H (1.05, -0.98, 0.05)
H (1.62, 0.68, -0.17)
H (1.94, -0.45, -1.42)
H (-0.10, 0.03, -2.34)
H (-2.07, 1.49, -2.58)
H (-2.71, 1.86, -0.88)
H (-2.92, 0.34, -1.64)
C (4.57, -9.55, 3.74)
N (3.23, -9.03, 3.40)
C (2.90, -8.61, 2.19)
C (1.60, -7.85, 2.01)
O (3.63, -8.83, 1.19)
H (5.02, -8.84, 4.43)
H (5.21, -9.59, 2.86)
H (4.65, -10.51, 4.23)
H (2.57, -8.98, 4.16)
H (1.70, -6.96, 1.39)
H (1.27, -7.51, 2.99)
H (0.86, -8.47, 1.50)
C (2.19, 4.70, -5.21)
N (3.39, 4.32, -4.48)
C (4.02, 4.89, -3.46)
C (5.26, 4.29, -2.85)
O (3.46, 5.78, -2.82)
H (2.22, 5.67, -5.70)
H (1.25, 4.83, -4.67)
H (2.23, 4.10, -6.12)
H (3.75, 3.45, -4.83)
H (5.22, 3.21, -2.97)
H (5.30, 4.57, -1.80)
H (6.18, 4.68, -3.28)
C (7.39, -5.53, -2.09)
C (8.20, -5.32, -0.81)
N (8.00, -6.03, 0.29)
O (9.10, -4.48, -0.85)
H (7.71, -4.87, -2.89)
H (6.32, -5.43, -1.92)
H (7.58, -6.53, -2.46)
H (7.18, -6.63, 0.33)
H (8.74, -5.90, 0.97)


> Number 2 is which compound?

C35H75N3O17


> What is the formula in the third record?

C35H75N5O26